# 1
Computed, not measured: a molecular structure, C11H58ClFGaO23S in a non-equilibrium geometry, with ωB97M-V with the def2-TZVPD basis set.

Values from the calculation:
HOMO-LUMO gap: 0.228 hartree
Total charge: -1
Strongest force on any atom: 7.74 eV/A
DFT total energy: -5067.085656 a.u.
HOMO: -4.598 eV

CARTESIAN COORDINATES (ANGSTROEM)
Ga1 -2.784 -1.343 1.146
Cl1 -6.664 -0.011 2.236
S1 -2.339 -3.558 0.710
F1 -1.092 -3.843 -0.431
O1 -0.996 -2.114 -2.846
O2 2.923 3.083 -0.100
O3 3.982 0.278 3.668
O4 -2.507 2.266 -1.984
O5 1.915 5.693 -1.079
O6 9.309 1.257 -2.256
O7 -5.872 2.037 -2.764
O8 6.601 -0.640 -2.672
O9 -3.629 -4.293 0.174
O10 7.998 -5.916 2.079
O11 -9.631 -0.167 0.906
O12 5.452 -4.807 0.458
O13 -2.000 -4.242 2.066
O14 0.485 1.246 -2.627
O15 3.001 6.839 -3.082
O16 -4.386 4.935 -1.847
O17 -4.372 0.916 5.017
O18 -1.315 -3.456 4.962
O19 7.948 -0.597 1.595
O20 0.081 -2.733 -5.429
O21 -8.099 -0.850 -1.594
O22 0.685 2.311 3.330
O23 -2.334 2.516 2.068
C1 -1.219 -0.280 1.980
C2 3.453 -1.250 0.277
C3 0.927 -2.175 1.359
C4 2.796 0.281 0.341
C5 -5.237 -0.278 -0.332
C6 1.246 0.572 0.886
C7 4.995 -1.484 -0.293
C8 0.270 -0.674 1.418
C9 -3.598 -0.498 -0.564
C10 -5.554 0.771 0.928
C11 2.468 -2.476 0.791
H1 3.575 6.067 -3.201
H2 -5.781 -1.285 -0.030
H3 -4.497 1.060 1.375
H4 -0.725 -2.421 -3.725
H5 3.471 0.059 2.874
H6 6.109 -5.519 0.470
H7 -6.049 1.764 0.554
H8 -3.407 2.512 -2.246
H9 -0.219 -3.573 -5.807
H10 -1.729 -4.268 5.292
H11 2.631 6.994 -3.964
H12 -1.388 0.873 1.778
H13 -1.200 -0.433 3.160
H14 -2.076 2.030 -2.819
H15 4.355 1.151 3.474
H16 0.327 -3.107 1.731
H17 1.404 5.475 -1.873
H18 0.246 -2.173 -6.202
H19 -3.978 -1.331 2.256
H20 5.711 -0.903 0.446
H21 4.748 -5.128 1.041
H22 -3.101 0.527 -0.847
H23 6.231 -0.485 -3.554
H24 -1.249 -3.599 4.006
H25 8.831 -5.929 2.574
H26 -4.221 5.495 -2.621
H27 -5.782 0.079 -1.332
H28 -4.835 1.194 5.822
H29 -5.084 0.627 4.426
H30 5.146 -1.060 -1.385
H31 8.441 0.926 -1.980
H32 -8.797 -0.011 1.374
H33 -7.525 -1.622 -1.713
H34 -0.870 -2.889 -2.278
H35 -3.525 -1.237 -1.499
H36 7.679 -5.007 2.179
H37 -6.335 2.316 -1.959
H38 0.551 1.104 -3.584
H39 8.498 0.175 1.396
H40 2.051 3.430 -0.339
H41 2.833 -3.605 0.788
H42 7.175 -1.412 -2.791
H43 -1.590 3.128 1.962
H44 -4.686 4.095 -2.225
H45 -8.469 -0.695 -2.476
H46 -6.584 1.748 -3.355
H47 -3.068 3.085 2.344
H48 -0.019 1.990 3.913
H49 3.235 3.688 0.590
H50 9.458 0.834 -3.115
H51 7.161 -0.222 2.018
H52 0.071 0.434 -2.298
H53 2.288 6.566 -1.273
H54 1.342 1.599 3.342
H55 5.302 -2.631 -0.196
H56 -9.363 -0.637 0.101
H57 3.517 1.164 -0.016
H58 0.859 1.676 0.919


# 2
Computed, not measured: a molecular structure, C11H5AuCl2F6N2O5S2 in a non-equilibrium geometry, with ωB97M-V with the def2-TZVPD basis set.

Values from the calculation:
HOMO-LUMO gap (spin up / spin down): 0.244 / 0.297 hartree
Strongest force on any atom: 9.69 eV/A
DFT total energy: -3359.045869 a.u.
Spin multiplicity: 3
HOMO (spin up / spin down): -6.385 / -8.660 eV

CARTESIAN COORDINATES (ANGSTROEM)
Au1 -0.559 -0.207 1.190
Cl1 -1.381 3.726 -4.223
Cl2 -4.100 -0.418 -2.311
S1 1.810 -1.170 2.637
S2 -0.218 -2.834 2.600
F1 -1.533 -4.013 0.590
F2 0.359 -4.965 1.124
F3 0.366 -3.096 0.015
F4 1.736 -1.030 -0.033
F5 3.246 -2.391 0.758
F6 3.565 -0.235 0.851
O1 -1.942 -0.376 -0.078
O2 0.743 -0.174 2.529
O3 -0.968 -1.600 2.365
O4 2.875 -0.817 3.582
O5 -0.823 -3.732 3.589
N1 0.020 1.268 0.097
N2 1.358 -2.690 2.734
C1 1.064 2.106 0.234
C2 -0.268 -3.754 1.026
C3 -1.519 2.524 -2.981
C4 -2.733 0.646 -2.096
C5 -0.606 2.438 -1.915
C6 -2.578 1.633 -3.072
C7 1.349 3.129 -0.646
C8 0.503 3.296 -1.734
C9 -1.847 0.507 -0.998
C10 2.612 -1.202 0.996
C11 -0.799 1.423 -0.947
H1 -3.284 1.697 -3.892
H2 0.710 4.096 -2.439
H3 1.682 1.918 1.105
H4 -1.041 0.526 -0.167
H5 2.203 3.775 -0.489


# 3
Computed, not measured: a molecular structure, C11H5MnN2O2S10 in a non-equilibrium geometry, with ωB97M-V with the def2-TZVPD basis set.

Values from the calculation:
HOMO-LUMO gap (spin up / spin down): 0.201 / 0.208 hartree
Total charge: -2
Strongest force on any atom: 4.88 eV/A
DFT total energy: -5815.111043 a.u.
Spin multiplicity: 5
HOMO (spin up / spin down): -1.480 / -1.490 eV

CARTESIAN COORDINATES (ANGSTROEM)
Mn1 0.409 -0.851 -0.970
S1 -4.590 -1.868 -0.919
S2 -1.259 0.258 -2.693
S3 4.846 1.032 0.715
S4 -1.711 -2.353 -0.450
S5 2.611 0.633 -1.177
S6 1.790 -2.027 0.888
S7 6.500 0.481 3.144
S8 -6.967 -0.777 -2.351
S9 4.204 -1.240 2.392
S10 -4.206 0.240 -2.852
O1 1.701 -3.113 -3.834
O2 0.975 -1.875 -2.193
N1 -0.232 0.448 0.285
N2 1.920 -2.440 -2.825
C1 5.259 0.111 2.128
C2 -2.731 -0.419 -2.145
C3 -0.687 0.117 1.516
C4 -1.032 1.042 2.474
C5 -5.347 -0.797 -2.057
C6 -0.474 2.758 0.929
C7 -2.913 -1.430 -1.242
C8 3.421 0.109 0.236
C9 3.114 -0.954 1.041
C10 -0.920 2.401 2.198
C11 -0.162 1.776 0.016
H1 0.185 2.046 -0.976
H2 -1.386 0.699 3.435
H3 -1.177 3.145 2.937
H4 -0.367 3.794 0.636
H5 -0.772 -0.946 1.715


# 4
Computed, not measured: 21 unconnected molecules or ions with the total composition C11H64INO26P2S2 in a non-equilibrium geometry, with ωB97M-V with the def2-TZVPD basis set.

Values from the calculation:
HOMO-LUMO gap: 0.276 hartree
Strongest force on any atom: 3.95 eV/A
DFT total energy: -4245.187816 a.u.
HOMO: -7.948 eV

CARTESIAN COORDINATES (ANGSTROEM)
I1 1.557 -3.464 1.078
S1 -2.512 -2.089 2.325
S2 -4.570 -3.713 0.939
P1 -4.438 -0.766 0.443
P2 -2.052 -4.574 -0.744
O1 3.769 5.937 0.326
O2 -3.372 -5.210 -1.590
O3 -1.453 1.675 -2.310
O4 2.483 6.882 2.991
O5 -3.224 -2.886 3.356
O6 2.807 -2.637 -5.418
O7 -6.420 -5.791 -5.545
O8 2.303 2.171 2.944
O9 -3.634 -5.498 -4.582
O10 2.816 3.560 -2.884
O11 -1.055 -2.824 2.144
O12 0.631 5.142 -2.200
O13 0.649 3.797 5.502
O14 4.887 -2.209 1.577
O15 -2.935 -2.264 -1.687
O16 -7.206 1.046 0.430
O17 5.261 3.707 1.574
O18 -1.809 -5.335 0.733
O19 -2.417 -0.667 2.704
O20 7.760 3.319 3.691
O21 2.621 -2.536 -2.463
O22 -1.454 1.933 3.842
O23 -3.530 -2.005 6.366
O24 7.112 1.203 1.706
O25 0.759 -4.210 -4.035
O26 6.414 -2.304 -1.101
N1 -0.749 -0.709 -0.711
C1 -3.522 0.591 -0.462
C2 -3.370 -2.320 0.671
C3 1.172 2.290 -0.647
C4 -2.333 -2.679 -0.467
C5 -4.479 1.827 -0.640
C6 0.658 -0.295 -0.937
C7 -0.892 -2.101 -0.287
C8 -0.254 -2.211 1.140
C9 2.065 3.267 0.189
C10 -5.821 -1.332 -0.725
C11 0.992 0.893 0.047
H1 -7.052 -5.508 -4.880
H2 -3.873 2.711 -0.911
H3 -5.233 1.614 -1.409
H4 -1.083 2.349 3.058
H5 -3.196 0.303 -1.480
H6 -2.696 -2.147 6.820
H7 3.138 2.276 3.406
H8 7.157 -2.911 -1.030
H9 -2.292 -2.506 -2.366
H10 6.011 3.103 1.611
H11 1.498 3.772 0.990
H12 -2.612 0.933 0.059
H13 -5.501 -2.112 -1.432
H14 -3.338 -5.422 -3.665
H15 1.864 0.671 0.697
H16 2.060 -3.150 -5.749
H17 0.857 6.018 -1.873
H18 8.159 3.792 2.956
H19 0.889 -3.659 -3.252
H20 -3.012 -4.959 -5.078
H21 -0.242 -2.722 -0.954
H22 -7.923 0.420 0.573
H23 1.642 2.393 3.613
H24 1.342 4.577 -1.863
H25 4.442 -2.245 2.430
H26 4.523 5.336 0.369
H27 3.652 3.139 -3.105
H28 -5.559 -5.700 -5.110
H29 5.982 -2.349 -0.241
H30 7.511 1.660 0.958
H31 0.714 0.117 -1.967
H32 2.513 4.049 -0.448
H33 5.627 -2.817 1.673
H34 2.856 -2.765 -3.377
H35 -6.266 -0.445 -1.194
H36 -5.423 -3.290 1.920
H37 3.336 5.827 1.177
H38 3.377 7.235 2.925
H39 -2.405 -6.077 0.873
H40 0.097 -1.226 1.495
H41 0.966 -5.098 -3.731
H42 1.546 2.207 -1.699
H43 1.383 -1.117 -0.902
H44 4.836 3.601 2.428
H45 0.130 1.004 0.739
H46 -7.640 1.906 0.438
H47 2.915 2.751 0.661
H48 -3.971 -5.716 -1.028
H49 -4.969 1.992 0.333
H50 -3.327 -2.179 5.439
H51 -1.126 1.774 -3.210
H52 -6.594 -1.752 -0.052
H53 7.632 2.421 3.357
H54 6.986 0.303 1.387
H55 3.433 -2.681 -1.965
H56 0.188 2.786 -0.726
H57 -1.787 2.550 -2.088
H58 2.070 7.411 3.678
H59 2.621 4.117 -3.647
H60 -1.243 -0.508 -1.570
H61 -0.129 3.317 5.193
H62 -1.608 1.020 3.571
H63 0.396 4.721 5.437
H64 2.541 -1.722 -5.548


# 5
Computed, not measured: 21 unconnected molecules or ions with the total composition C11H64NO20 in a non-equilibrium geometry, with ωB97M-V with the def2-TZVPD basis set.

Values from the calculation:
HOMO-LUMO gap: 0.370 hartree
Total charge: +1
Strongest force on any atom: 11.56 eV/A
DFT total energy: -2016.401376 a.u.
HOMO: -12.410 eV

CARTESIAN COORDINATES (ANGSTROEM)
O1 0.957 -1.468 -5.027
O2 -1.917 6.524 0.273
O3 -2.745 4.500 -1.558
O4 -2.609 1.835 3.466
O5 4.368 2.245 1.279
O6 3.343 4.487 -0.719
O7 4.786 -2.629 -2.943
O8 -0.489 -4.141 -2.053
O9 -3.874 -3.642 3.765
O10 3.876 4.238 2.926
O11 2.059 -3.704 2.157
O12 -1.720 4.059 5.037
O13 -6.689 -2.027 -2.384
O14 -3.128 -3.967 -4.222
O15 -2.129 -5.235 2.421
O16 6.309 -0.646 -1.208
O17 1.333 -0.728 4.106
O18 0.907 4.283 -2.511
O19 -1.630 -1.393 -3.764
O20 0.001 -4.980 0.722
N1 0.262 0.162 -0.180
C1 -2.537 -2.409 0.541
C2 -0.167 1.422 0.562
C3 -3.920 -2.078 -0.138
C4 2.364 0.427 -1.496
C5 -0.928 -0.658 -0.400
C6 0.859 2.576 0.680
C7 1.485 -0.505 0.515
C8 0.844 0.474 -1.554
C9 0.300 3.742 1.481
C10 -1.690 -1.181 0.797
C11 2.699 -0.671 -0.497
H1 -2.006 -0.509 -3.900
H2 1.808 -1.791 -5.060
H3 -1.462 -0.252 -1.164
H4 -1.071 1.905 0.282
H5 -1.007 -1.212 1.446
H6 -4.007 -1.098 0.169
H7 2.866 4.277 -1.566
H8 -7.164 -1.632 -1.694
H9 4.016 3.753 2.130
H10 -3.128 -4.061 3.392
H11 -2.548 -2.648 1.677
H12 -2.557 2.525 3.919
H13 -1.951 -3.062 0.227
H14 1.348 -4.296 1.876
H15 4.713 -3.457 -2.643
H16 -0.973 -1.682 -4.372
H17 4.500 2.535 0.465
H18 1.738 2.348 1.252
H19 -3.963 -2.324 -1.323
H20 0.960 -0.531 -5.191
H21 1.006 4.479 1.441
H22 1.341 -1.505 0.928
H23 0.178 -4.672 -2.436
H24 -2.422 4.902 -0.727
H25 -6.541 -2.878 -2.079
H26 5.821 -1.269 -0.575
H27 -0.784 -1.423 -1.005
H28 -2.148 7.315 0.043
H29 -1.068 6.602 -0.218
H30 5.303 1.884 1.458
H31 -3.414 1.409 3.650
H32 -0.619 4.048 0.992
H33 -0.077 3.557 2.461
H34 3.211 3.909 3.386
H35 0.517 -0.630 4.769
H36 -0.824 -3.474 -2.785
H37 0.604 4.765 -1.836
H38 1.648 -0.003 1.441
H39 -0.352 -4.573 -0.060
H40 1.439 4.920 -3.053
H41 2.848 -1.587 -1.008
H42 2.692 -0.057 -2.400
H43 3.400 5.410 -0.388
H44 -4.355 -3.317 2.943
H45 -4.494 -2.522 0.399
H46 0.496 -0.219 -2.302
H47 7.322 -0.555 -1.218
H48 -1.292 3.640 5.736
H49 -4.047 -4.249 -4.365
H50 1.510 -1.602 4.258
H51 -1.298 -5.139 1.915
H52 3.673 -0.540 -0.231
H53 -2.567 5.007 -2.279
H54 0.916 2.995 -0.278
H55 0.441 -5.774 0.370
H56 -0.501 1.299 1.480
H57 5.102 -1.985 -2.327
H58 -2.612 -5.862 1.719
H59 -3.071 -3.145 -3.708
H60 -2.110 -0.370 0.951
H61 2.212 -3.726 3.107
H62 2.820 1.038 -0.875
H63 0.550 1.514 -1.854
H64 -1.166 4.714 4.559


# 6
Computed, not measured: 25 unconnected molecules or ions with the total composition C11H69Cl2F4O27P2S in a non-equilibrium geometry, with ωB97M-V with the def2-TZVPD basis set.

Values from the calculation:
HOMO-LUMO gap: 0.209 hartree
Total charge: -1
Strongest force on any atom: 2.01 eV/A
DFT total energy: -4892.769978 a.u.
HOMO: -4.309 eV

CARTESIAN COORDINATES (ANGSTROEM)
Cl1 -1.536 -3.417 4.051
Cl2 1.171 -2.627 2.877
S1 -0.359 1.982 -0.478
P1 -0.307 -1.663 -3.618
P2 -0.822 -0.993 -1.511
F1 -3.870 -0.102 -3.826
F2 -3.214 -1.921 -2.356
F3 -3.388 -0.709 -0.601
F4 -4.374 0.984 -2.043
O1 -3.062 8.322 -5.954
O2 7.560 -4.556 2.298
O3 -0.558 -1.237 6.768
O4 -2.601 4.349 5.233
O5 6.984 0.072 5.841
O6 -1.305 -0.869 -4.751
O7 -0.288 7.710 -4.139
O8 -0.563 5.688 1.948
O9 2.200 -1.014 -7.703
O10 6.387 -2.708 4.344
O11 -4.624 1.850 -5.991
O12 3.335 -3.342 5.385
O13 2.239 -3.882 -3.066
O14 3.668 -3.405 -5.481
O15 -1.049 -0.743 0.210
O16 1.665 5.436 -5.153
O17 -2.932 6.612 -0.281
O18 1.428 0.785 3.398
O19 5.251 -5.838 5.910
O20 -1.312 0.849 5.003
O21 0.881 -1.406 -1.205
O22 -3.540 -4.783 -3.420
O23 -1.132 2.763 3.120
O24 6.975 -6.600 7.956
O25 -0.425 -3.154 -6.726
O26 -5.984 -0.389 0.201
O27 1.043 4.780 -2.569
C1 -0.137 -1.553 0.827
C2 -0.277 0.823 -1.858
C3 -2.586 3.638 -0.793
C4 -0.730 -3.449 -3.616
C5 -2.089 2.336 -0.159
C6 -3.317 0.403 -2.684
C7 -0.214 -1.573 2.348
C8 -1.572 -2.273 2.677
C9 1.192 -1.212 0.147
C10 -2.654 -1.193 2.884
C11 -2.749 -0.757 -1.814
H1 -2.387 4.461 -0.125
H2 -1.210 0.284 5.784
H3 -0.579 -1.558 5.857
H4 -5.252 -0.595 -0.403
H5 5.470 -2.954 4.527
H6 -3.946 -3.911 -3.337
H7 -0.126 -3.976 -4.331
H8 -3.510 4.207 4.946
H9 1.875 -3.238 -2.437
H10 2.014 -1.856 0.453
H11 -2.300 8.006 -5.451
H12 7.698 0.149 6.482
H13 7.684 -7.217 7.746
H14 -3.781 7.006 -0.507
H15 -0.627 4.735 2.101
H16 7.181 -6.281 8.842
H17 -5.530 1.690 -6.273
H18 0.380 -1.213 6.989
H19 -3.423 -1.256 2.133
H20 5.525 -6.048 6.817
H21 1.712 -0.186 -7.650
H22 1.562 -1.682 -7.426
H23 1.549 -0.207 0.375
H24 1.907 5.667 -4.244
H25 0.462 7.190 -4.453
H26 7.173 -3.829 2.805
H27 0.437 4.720 -3.318
H28 -1.313 -3.459 -6.507
H29 8.277 -4.873 2.855
H30 -1.336 5.890 1.408
H31 -0.216 -2.615 0.556
H32 1.746 1.018 4.278
H33 -0.422 2.346 3.621
H34 -3.658 3.603 -0.943
H35 -2.483 3.739 5.971
H36 -1.977 -1.493 -5.064
H37 -3.088 -1.291 3.870
H38 -4.499 1.259 -5.238
H39 -0.572 -2.335 -7.212
H40 6.733 -0.861 5.868
H41 2.602 -3.085 4.811
H42 -1.187 -2.374 -1.291
H43 -0.487 -3.878 -2.656
H44 2.419 4.928 -5.469
H45 -2.666 1.219 -2.964
H46 -1.795 -3.626 -3.769
H47 5.301 -4.877 5.864
H48 3.158 -3.391 -4.653
H49 3.019 -4.238 -2.625
H50 -2.197 -0.221 2.771
H51 -2.151 2.481 0.905
H52 -1.480 3.442 3.714
H53 -0.658 1.210 -2.801
H54 2.066 0.138 3.074
H55 -2.225 0.718 4.730
H56 -4.234 -5.396 -3.153
H57 -1.831 -2.827 1.793
H58 -6.744 -0.266 -0.376
H59 -2.290 7.297 -0.501
H60 -2.765 1.518 -0.368
H61 -0.051 7.941 -3.235
H62 3.135 -4.252 5.641
H63 3.373 -2.620 -5.956
H64 -2.035 3.836 -1.705
H65 -3.474 8.969 -5.373
H66 0.670 4.174 -1.913
H67 6.315 -1.984 3.709
H68 -0.127 -0.610 2.836
H69 0.781 0.729 -2.031